The following is a quantum chemistry calculation of C62H44N7Ru as an isolated structure, from OMol25.

Properties
frontier orbital gap (alpha / beta): 0.173 / 0.183 Ha
multiplicity: 2
net charge: -2

```
114
Properties=species:S:1:pos:R:3:forces:R:3:lowdin_spin:R:1
Ru -0.4726 0.1953 0.0870 0.3 0.6 -0.3 0.03
C 4.6875 2.7111 5.4105 -0.1 0.0 -0.1 -0.02
C 3.3333 2.8102 5.7083 0.0 0.0 -0.1 0.00
C 2.3729 2.5371 4.7441 0.0 -0.1 0.1 -0.02
C 2.7295 2.1816 3.4344 -0.2 -0.3 0.3 -0.01
C 4.0995 2.0547 3.1647 0.0 0.1 0.0 -0.01
C 5.0599 2.3098 4.1325 0.0 0.0 0.0 0.00
C 1.7518 1.9356 2.3717 0.1 -0.4 -0.5 -0.08
C 2.0643 1.0558 1.3286 -0.2 0.6 0.3 0.09
C 1.4536 1.2213 0.0096 -0.3 -0.7 0.6 0.00
C 1.4942 0.1485 -0.8751 0.3 0.0 0.1 0.02
C 2.5698 -1.1486 0.8346 -0.1 0.5 0.0 0.09
N 2.5422 -0.1905 1.6901 0.6 -0.2 -0.3 0.00
C 2.2188 -2.4784 1.3646 0.2 -0.3 -0.1 0.25
C 0.8576 -2.5683 1.7211 -0.1 -0.1 -0.2 0.03
C 0.3257 -3.6232 2.5224 0.1 0.0 -0.1 0.10
C -1.0290 -3.6038 2.3555 -0.1 0.1 0.0 0.02
C -1.3251 -2.5333 1.4624 0.1 -0.1 -0.2 0.10
C -2.6200 -2.3848 0.8199 -0.2 -0.1 0.1 -0.16
C -3.3428 -3.5616 0.2833 0.1 0.1 0.1 -0.01
C -4.3853 -3.3744 -0.6481 0.0 0.0 -0.1 -0.03
C -5.1046 -4.4321 -1.1815 0.0 0.0 0.0 0.00
C -4.7954 -5.7441 -0.8463 0.0 0.0 0.0 -0.04
C -3.7098 -5.9626 -0.0093 0.0 0.1 0.0 0.00
C -2.9888 -4.9022 0.5246 -0.1 -0.1 0.0 -0.03
C -3.2015 -1.1224 0.6803 0.2 -0.1 0.0 0.07
N -2.4722 0.0282 0.6790 -0.4 -0.1 0.2 -0.01
C -3.3480 1.0739 0.7580 0.1 -0.1 -0.1 -0.02
C -2.9411 2.3963 0.9665 0.2 0.1 0.3 0.16
C -3.7398 3.5106 0.4653 0.0 0.0 0.1 0.02
C -4.8266 3.3093 -0.4212 0.0 0.1 -0.1 0.04
C -5.5586 4.3615 -0.9510 0.0 -0.1 0.0 0.00
C -5.2377 5.6825 -0.6586 0.0 -0.1 0.0 0.05
C -4.1313 5.9123 0.1524 0.0 -0.1 0.0 0.00
C -3.3976 4.8647 0.6876 -0.1 0.1 0.0 0.04
C -1.6852 2.6228 1.7066 -0.3 0.1 -0.3 -0.02
C -1.4737 3.6217 2.6794 0.1 -0.1 0.0 0.01
C -0.1531 3.5022 3.1006 0.0 0.0 -0.1 -0.03
C 0.4043 2.4286 2.3840 0.1 0.5 -0.2 0.01
N -0.5629 1.8754 1.5593 0.0 -0.3 0.1 0.01
C -4.6965 0.5516 0.7967 0.1 0.0 -0.1 0.06
C -4.6059 -0.8017 0.7486 0.0 0.0 0.0 -0.02
N -0.1923 -1.8105 1.1792 0.0 -0.2 0.4 0.02
C 3.1470 -3.5926 1.3846 0.0 0.2 0.2 0.03
C 2.7579 -4.9395 1.2280 0.1 0.0 0.0 0.05
C 3.6878 -5.9686 1.2504 0.0 0.1 0.0 0.00
C 5.0449 -5.7075 1.4193 0.0 0.0 0.0 0.07
C 5.4527 -4.3842 1.5681 -0.1 0.0 0.0 0.00
C 4.5268 -3.3555 1.5559 0.1 0.0 0.0 0.06
H 5.4368 2.9348 6.1604 0.0 0.0 0.0 0.00
H 3.0189 3.0838 6.7096 0.0 0.0 0.0 0.00
H 1.3256 2.5488 5.0147 0.0 0.1 0.0 0.00
H 4.4001 1.7670 2.1647 0.0 0.0 0.0 0.00
H 6.1095 2.2030 3.8825 0.0 0.0 0.0 0.00
H 1.1957 2.2135 -0.3250 0.0 0.1 0.1 0.00
H 1.3820 0.2988 -1.9372 -0.1 0.0 -0.1 0.00
H 0.9124 -4.2877 3.1396 0.0 0.0 0.0 0.00
H -1.7622 -4.2231 2.8508 0.0 0.0 0.0 0.00
H -4.5934 -2.3762 -1.0025 0.0 0.0 0.0 0.00
H -5.8951 -4.2256 -1.8952 0.0 0.0 0.0 0.00
H -5.3511 -6.5734 -1.2680 0.0 0.0 0.0 0.00
H -3.4016 -6.9762 0.2246 0.0 0.0 0.0 0.00
H -2.1160 -5.1248 1.1148 0.0 0.0 0.0 0.00
H -5.0661 2.3052 -0.7378 0.0 0.0 0.0 0.00
H -6.3780 4.1421 -1.6284 0.0 0.0 0.0 0.00
H -5.8089 6.5034 -1.0748 0.0 0.0 0.0 0.00
H -3.8177 6.9299 0.3607 0.0 0.0 0.0 0.00
H -2.5161 5.0910 1.2666 0.0 0.0 0.0 0.00
H -2.2278 4.2911 3.0665 0.1 0.0 0.0 0.00
H 0.3593 4.1356 3.8085 0.0 0.0 0.0 0.00
H -5.5860 1.1355 0.9781 0.0 0.0 0.0 0.00
H -5.4081 -1.5140 0.8705 0.1 0.0 0.0 0.00
H 1.7145 -5.1604 1.0471 0.0 0.0 0.0 0.00
H 3.3488 -6.9912 1.1185 0.0 0.0 0.0 0.00
H 5.7683 -6.5151 1.4244 0.0 0.0 0.0 0.01
H 6.5038 -4.1543 1.7075 0.0 0.0 0.0 0.00
H 4.8529 -2.3347 1.7177 0.0 0.0 0.0 0.00
C -1.0327 3.0722 -1.3892 0.1 -0.1 0.0 0.00
N -1.0502 1.6062 -1.3906 -0.1 -0.1 0.2 0.00
C -1.6117 1.0204 -2.3966 0.1 -0.1 -0.1 0.00
C -1.5760 -0.3965 -2.5004 0.1 0.1 0.1 0.00
C -2.0141 -1.3001 -3.4770 0.1 -0.1 0.0 0.00
C -1.5927 -2.5607 -3.0390 0.0 0.1 0.0 0.00
C -0.9247 -2.3610 -1.8158 0.1 0.0 -0.1 0.00
N -0.9121 -1.0625 -1.4976 -0.3 0.0 -0.1 0.00
C -0.3188 3.7020 -2.5660 0.0 -0.1 0.0 0.00
C -0.8476 4.8455 -3.1572 0.0 0.1 0.0 0.00
C -0.1996 5.4654 -4.2198 0.0 0.0 0.0 0.00
C 0.9903 4.9452 -4.7097 0.0 0.0 0.0 0.00
C 1.5234 3.7989 -4.1293 0.0 0.0 0.0 0.00
C 0.8723 3.1827 -3.0701 0.0 0.0 0.0 0.00
H -0.5563 3.3934 -0.4616 0.0 0.0 0.0 0.00
H -2.0485 3.4602 -1.3571 -0.1 0.0 0.0 0.00
H -2.0760 1.6082 -3.1902 0.0 0.0 0.0 0.00
H -2.5552 -1.0534 -4.3804 0.0 0.0 0.1 0.00
H -1.7554 -3.5145 -3.5215 0.0 0.1 0.0 0.00
H -0.4518 -3.0941 -1.1769 -0.1 0.0 0.0 0.00
H -1.7788 5.2527 -2.7735 0.0 0.0 0.0 0.00
H -0.6323 6.3515 -4.6705 0.0 0.0 0.0 0.00
H 1.4976 5.4255 -5.5385 0.0 0.0 0.0 0.00
H 2.4505 3.3796 -4.5028 0.0 0.0 0.0 0.00
H 1.2884 2.2850 -2.6278 0.0 0.0 0.0 0.00
N 2.3800 -0.9316 -0.5630 -0.3 0.0 0.2 0.04
C 3.2158 -1.4467 -1.5461 -0.2 -0.2 0.0 0.00
C 4.5790 -1.6482 -1.3188 0.0 0.0 0.0 0.01
C 5.3921 -2.1606 -2.3194 0.0 0.0 0.0 0.00
C 4.8733 -2.4596 -3.5732 0.0 0.0 0.1 0.00
C 3.5194 -2.2444 -3.8078 0.0 0.0 0.0 0.00
C 2.6937 -1.7515 -2.8096 0.0 0.0 -0.1 0.00
H 4.9906 -1.3783 -0.3552 0.0 0.0 0.0 0.00
H 6.4475 -2.3090 -2.1200 0.0 0.0 0.0 0.00
H 5.5125 -2.8503 -4.3559 0.0 0.0 0.0 0.00
H 3.0926 -2.4846 -4.7751 0.0 0.0 0.0 0.00
H 1.6303 -1.6259 -2.9842 0.0 0.0 0.0 0.00
```
Forces are in eV/Å.